# C22H37F10N2O4S

A 2-piece molecular cluster, C22H37F10N2O4S overall in a non-equilibrium geometry (the ωB97M-V functional and the def2-TZVPD basis, the Open Molecules 2025 dataset).

The charge is +1. The energy comes out at -72587.6500 eV. The HOMO-LUMO gap is 0.38479 hartree.

Geometry as XYZ:
```
76
C22H37F10N2O4S (the ωB97M-V functional and the def2-TZVPD basis)
O -5.234 2.629 0.351
C -5.594 1.989 -0.620
O -5.552 2.505 -1.889
C -6.129 0.586 -0.471
C -5.130 -0.350 0.204
C -4.025 -0.857 -0.725
N -2.729 -0.197 -0.539
C -2.271 0.465 0.602
C -1.045 0.864 0.349
C -0.209 1.568 1.380
C 0.721 0.524 2.044
C 1.086 0.871 3.469
F 1.369 -0.311 4.139
N -0.731 0.499 -0.947
C 0.540 0.818 -1.589
C 0.867 2.326 -1.571
C 0.938 2.873 -3.000
O -0.379 3.018 -3.517
C -1.774 -0.170 -1.433
C -1.792 -0.783 -2.785
C -0.655 -1.798 -2.945
C -1.063 -3.214 -2.462
C 0.170 -3.930 -1.883
C 0.171 -3.819 -0.354
F -0.966 -4.363 0.083
F 0.216 -2.498 -0.045
C 1.387 -4.590 0.203
F 1.119 -5.885 0.087
F 2.473 -4.363 -0.522
S 1.829 -4.213 2.013
F 0.363 -3.700 2.306
F 2.312 -2.778 1.600
F 3.270 -4.813 1.780
F 1.364 -5.657 2.478
F 2.216 -3.891 3.488
H -6.094 3.305 -1.904
H -6.992 0.660 0.187
H -6.507 0.163 -1.399
H -5.685 -1.221 0.538
H -4.771 0.137 1.105
H -3.884 -1.916 -0.515
H -4.372 -0.802 -1.749
H -2.849 0.586 1.488
H 0.358 2.391 0.964
H -0.915 1.971 2.098
H 1.587 0.338 1.412
H 0.158 -0.409 2.056
H 2.004 1.449 3.456
H 0.285 1.381 3.996
H 1.309 0.323 -1.005
H 0.578 0.508 -2.623
H 0.140 2.899 -1.006
H 1.845 2.497 -1.122
H 1.439 3.839 -3.004
H 1.497 2.171 -3.611
H -0.780 3.780 -3.091
H -2.721 -1.327 -2.901
H -1.749 -0.037 -3.577
H 0.231 -1.536 -2.378
H -0.331 -1.893 -3.977
H -1.862 -3.160 -1.730
H -1.352 -3.786 -3.336
H 0.189 -4.978 -2.159
H 1.068 -3.464 -2.279
C 5.590 3.028 1.021
C 4.590 3.302 2.133
C 5.276 3.405 3.485
O 3.604 2.261 2.167
H 6.105 2.079 1.193
H 5.083 2.951 0.058
H 6.337 3.819 0.958
H 4.054 4.228 1.923
H 5.781 2.467 3.732
H 4.546 3.596 4.272
H 6.014 4.207 3.493
H 4.061 1.433 2.352
```